# C66H71GaPS2

A molecular structure, C66H71GaPS2 (ωB97M-V with the def2-TZVPD basis set, OMol25).

The geometry in XYZ format:
```
141
Properties=species:S:1:pos:R:3:forces:R:3:mulliken_charge:R:1
Ga -2.445 0.327 -0.361 0.571 0.436 -0.173 0.24
S -3.490 2.214 0.525 -0.121 -0.048 0.108 -0.56
S -2.890 -3.169 0.720 0.066 -0.085 0.090 -0.48
P -3.846 -1.533 0.093 0.620 -0.336 0.163 0.14
C 7.876 -0.013 5.072 0.001 -0.008 -0.028 -0.45
C 5.525 2.345 2.192 -0.004 -0.035 0.031 -0.54
C -8.272 1.855 -3.064 0.027 -0.015 0.000 -0.39
C -7.061 1.641 -2.419 -0.045 0.029 -0.024 -0.60
C -3.710 6.400 -0.733 0.026 0.052 -0.022 -0.43
C 6.833 -0.329 7.215 0.019 -0.005 0.001 -0.42
C 0.198 -6.075 1.564 -0.005 -0.023 0.007 -0.11
C -2.888 5.319 -1.025 -0.028 -0.178 -0.002 0.38
C -1.366 2.214 -4.421 0.009 0.048 -0.011 -0.20
C -0.354 1.014 -6.712 -0.006 0.004 0.001 -0.38
C -7.515 3.486 -0.949 -0.041 0.005 -0.035 -0.51
C -2.081 -5.781 -1.953 0.049 0.077 -0.042 -0.08
C 3.111 -2.288 1.458 0.080 -0.114 -0.018 -0.56
C -11.146 3.534 -7.835 -0.006 -0.006 0.003 -0.36
C 4.595 -4.487 0.628 0.000 -0.062 -0.041 -0.54
C -2.035 2.350 -5.630 0.016 0.018 -0.013 -0.60
C 4.367 -2.531 2.004 -0.073 0.081 0.007 0.16
C -10.313 2.504 -8.248 0.003 0.002 0.007 -0.35
C 7.642 0.419 6.370 0.005 -0.013 0.001 -0.47
C -1.655 -7.144 2.656 0.026 0.006 -0.021 -0.52
C 4.660 1.497 2.871 0.037 -0.001 0.000 -0.14
C 9.047 -4.617 4.859 0.007 0.000 0.005 -0.18
C 1.390 5.574 2.406 0.115 0.042 0.107 0.08
C 6.485 -1.936 5.460 -0.021 -0.001 -0.043 -0.32
C -8.729 3.699 -1.590 0.030 0.000 -0.002 -0.41
C -1.420 6.773 -2.261 -0.015 -0.002 0.008 -0.56
C -0.232 7.831 2.478 0.166 -0.052 0.050 -0.66
C -2.219 -7.075 -1.468 -0.011 -0.035 -0.015 -0.21
C -0.811 -8.150 3.107 -0.033 -0.010 0.013 -0.39
C 9.776 -5.718 4.429 0.007 0.002 0.000 -0.47
C 1.720 6.638 3.238 -0.108 0.077 -0.023 -0.67
C -2.241 7.854 -1.965 -0.003 -0.002 0.005 -0.38
C 7.297 -1.190 4.616 -0.027 0.014 -0.014 -0.17
C -1.153 -6.105 1.882 -0.019 -0.072 0.030 -0.07
C -3.388 7.667 -1.205 0.015 -0.026 0.016 -0.44
C 0.313 0.877 -5.502 0.003 0.020 -0.005 -0.46
C 11.555 -5.125 5.935 -0.001 0.004 0.005 -0.34
C -10.770 4.348 -6.775 0.018 -0.012 -0.007 -0.41
C -1.749 5.507 -1.793 0.077 0.088 -0.038 -0.47
C 3.702 3.115 0.828 -0.043 -0.046 -0.025 -0.39
C -0.191 1.479 -4.358 0.026 0.005 -0.017 -0.44
C 3.316 1.457 2.526 0.004 0.003 0.021 -0.44
C -9.102 2.289 -7.602 -0.016 0.016 -0.005 -0.45
C 0.907 7.766 3.275 -0.004 -0.064 -0.036 -0.23
C -1.806 -6.656 -4.181 0.004 0.016 0.008 -0.32
C 11.030 -5.973 4.969 -0.004 0.008 -0.002 -0.41
C 9.568 -3.773 5.829 0.024 0.020 0.030 -0.03
C 5.107 -3.627 1.588 0.046 0.011 0.058 -0.28
C -9.106 2.885 -2.651 -0.034 0.013 0.001 -0.45
C -1.876 -5.575 -3.312 0.010 -0.050 -0.019 -0.63
C 10.823 -4.026 6.365 -0.004 -0.031 -0.020 -0.59
C -6.679 2.458 -1.363 0.078 -0.028 -0.015 0.11
C -1.937 -7.949 -3.692 -0.003 -0.012 -0.003 -0.35
C 1.044 -7.077 2.020 0.012 0.018 -0.025 -0.39
C 5.046 3.152 1.169 0.021 0.015 0.001 -0.48
C -0.551 6.767 1.646 -0.229 0.110 -0.046 0.07
C 2.836 2.268 1.508 -0.036 -0.007 -0.061 -0.68
C -1.528 1.752 -6.776 0.003 -0.009 0.010 -0.31
C 3.343 -4.247 0.079 -0.020 0.028 0.010 -0.42
C -9.558 4.136 -6.131 -0.022 0.028 -0.004 -0.40
C 2.601 -3.147 0.492 -0.002 0.022 0.017 -0.68
C 0.539 -8.117 2.790 0.030 -0.013 -0.002 -0.43
C -8.724 3.107 -6.546 0.031 -0.015 -0.006 -0.37
C 6.256 -1.507 6.761 -0.005 -0.011 0.004 -0.50
C -2.145 -8.157 -2.335 -0.002 0.020 0.002 -0.46
C 0.257 5.643 1.614 -0.033 -0.143 -0.111 -0.62
H -2.954 2.920 -5.677 0.001 0.004 0.007 0.40
H -0.527 6.917 -2.856 -0.001 0.002 0.003 0.38
H 2.012 4.690 2.375 0.041 0.027 0.054 0.21
H -1.762 2.676 -3.527 -0.036 -0.044 0.007 0.50
H 1.226 0.297 -5.451 0.001 0.001 0.002 0.36
H 0.040 0.544 -7.605 -0.001 -0.004 0.001 0.35
H 0.594 -5.269 0.960 -0.025 0.028 0.012 0.23
H -8.453 1.484 -7.922 0.006 0.003 -0.001 0.37
H -3.515 2.079 1.861 0.151 -0.242 -0.143 0.05
H -12.089 3.703 -8.339 -0.004 -0.005 0.005 0.35
H 5.722 3.811 0.637 -0.002 0.001 0.004 0.37
H 0.328 1.373 -3.414 -0.036 -0.036 0.018 0.44
H -0.006 4.812 0.970 -0.024 0.008 0.007 0.51
H 7.479 -1.527 3.603 -0.004 0.011 -0.004 0.32
H -9.382 4.500 -1.264 -0.001 0.002 -0.005 0.37
H -1.817 -5.328 1.526 0.046 0.001 0.031 0.08
H 6.030 -2.852 5.104 -0.021 0.007 0.003 0.36
H 11.598 -6.832 4.636 0.003 0.002 -0.005 0.35
H -10.049 3.054 -3.156 -0.001 -0.014 -0.003 0.46
H -2.134 -4.929 -1.284 -0.058 -0.059 0.032 0.17
H 2.945 -4.919 -0.671 -0.020 0.009 -0.003 0.43
H -1.649 -6.491 -5.241 0.007 -0.001 0.001 0.35
H 2.098 -7.047 1.773 0.000 0.013 -0.001 0.41
H -1.771 -4.567 -3.693 -0.004 0.008 0.012 0.41
H -10.606 1.867 -9.073 -0.001 -0.001 0.001 0.35
H -3.117 4.326 -0.647 -0.018 0.284 -0.053 -0.21
H 6.651 0.007 8.228 -0.006 0.002 0.000 0.40
H 5.034 0.866 3.669 0.022 0.000 0.010 0.47
H -2.049 1.861 -7.720 -0.006 -0.007 0.002 0.35
H 8.511 0.568 4.414 -0.008 -0.003 -0.004 0.43
H 2.530 -1.436 1.784 -0.002 0.011 -0.027 0.37
H 8.090 1.339 6.724 0.001 0.001 0.000 0.41
H 5.628 -2.092 7.420 -0.015 0.005 -0.008 0.40
H 6.087 -3.813 2.012 0.000 -0.003 -0.002 0.39
H 4.770 -1.861 2.754 -0.023 0.023 -0.006 0.17
H -1.440 6.803 1.027 0.023 0.027 -0.023 0.20
H 1.786 2.240 1.242 0.002 -0.034 -0.008 0.58
H -8.567 1.219 -3.890 -0.014 0.006 0.000 0.45
H -0.999 0.088 0.251 -0.198 -0.086 0.160 -0.17
H -1.877 -8.793 -4.368 -0.006 0.000 -0.001 0.35
H 8.070 -4.418 4.436 -0.007 0.003 0.013 0.31
H -4.786 -1.146 1.077 -0.301 -0.032 -0.444 0.03
H 6.573 2.378 2.459 0.016 -0.016 0.018 0.40
H -1.207 -8.962 3.706 0.003 0.006 0.005 0.36
H 9.368 -6.377 3.674 -0.003 0.000 0.000 0.37
H -2.351 0.646 -1.923 -0.265 -0.058 0.146 -0.17
H 1.158 8.593 3.927 0.007 0.006 -0.003 0.36
H 1.624 -2.959 0.064 -0.012 0.011 0.022 0.58
H 2.605 6.586 3.860 0.002 -0.002 0.000 0.38
H -4.031 8.509 -0.979 0.006 0.002 0.003 0.37
H -0.866 8.708 2.505 -0.004 -0.002 0.004 0.37
H -2.709 -7.167 2.906 -0.003 0.010 -0.008 0.38
H -1.986 8.842 -2.328 -0.003 0.000 -0.001 0.36
H -5.730 2.296 -0.863 -0.099 0.008 -0.002 0.20
H -1.112 4.661 -2.022 0.010 0.008 0.009 0.60
H 11.232 -3.365 7.120 -0.003 0.001 0.003 0.37
H 3.326 3.745 0.032 -0.005 0.007 0.007 0.46
H -6.410 0.836 -2.740 0.014 0.006 0.006 0.41
H 8.995 -2.919 6.166 0.002 0.008 -0.013 0.26
H -2.382 -7.240 -0.410 0.024 0.017 0.001 0.34
H 2.640 0.794 3.053 -0.013 0.017 0.007 0.41
H 12.534 -5.321 6.352 -0.001 -0.004 0.002 0.35
H -4.575 -1.897 -1.063 -0.417 0.326 0.272 0.03
H -11.423 5.148 -6.449 0.003 0.007 -0.005 0.36
H -7.779 2.943 -6.043 -0.013 -0.001 0.025 0.48
H -7.218 4.122 -0.125 0.015 -0.012 0.005 0.39
H -9.263 4.770 -5.306 0.012 -0.021 0.013 0.43
H -2.248 -9.165 -1.952 0.002 -0.001 0.002 0.36
H 1.199 -8.900 3.143 -0.002 0.001 -0.001 0.36
H 5.172 -5.346 0.306 0.001 0.005 -0.005 0.39
H -4.601 6.253 -0.135 0.002 -0.015 -0.003 0.39
```
Forces are in eV/Å.

Summary:
LUMO energy ... 2.0 eV
HOMO energy ... -4.97 eV
Charge ... -1
F_max ... 0.74 eV Å⁻¹